(1)
108
Properties=species:S:1:pos:R:3:forces:R:3 method="wB97M-V/def2-TZVPD" energy_ha=-3463.17602 lumo_energy_ev=-3.97 spin_multiplicity=1 e_homo_ev=-9.50 homo_lumo_gap_ha=0.2030 total_charge=+1 max_force_ev_per_a=9.12
H -1.37759 -1.84334 -1.05840 -0.792 -1.216 -0.640
C -3.46070 -1.96529 -1.98647 -0.731 -0.197 0.533
H 4.80820 -1.59928 0.68772 -0.105 0.044 -0.040
P 7.32478 -0.91761 -1.07104 0.039 -6.099 6.523
H -0.59654 -1.28273 4.23390 -0.259 0.121 0.082
N 8.25726 -2.37757 -1.12203 0.633 -0.461 -0.990
N 8.78084 -0.01172 -0.60506 -1.334 2.452 -2.394
H -3.30038 -0.07847 1.25570 -0.052 -0.082 0.204
H -1.27326 4.40970 -4.07658 -0.255 -1.105 1.258
O -4.43214 -1.43221 2.91552 -2.663 3.827 0.294
H 9.47328 1.84124 0.19244 0.058 -0.208 -0.365
H -4.41610 0.58568 6.52698 0.091 0.060 0.172
H -3.21456 -0.61342 7.03442 -0.096 -0.011 -0.390
H -2.83555 1.06947 7.17867 0.007 0.183 -0.385
H 9.93063 -0.56283 -2.32887 -0.175 -0.138 0.085
H -8.16418 1.41588 -3.16250 0.331 -0.441 1.792
C -1.32236 3.64577 -3.21374 -0.355 1.340 0.470
C -0.66371 2.27493 -3.69758 2.240 1.145 -0.035
H -4.74051 -3.49632 5.93585 0.258 0.158 0.029
N -1.59228 1.14073 -3.96409 -2.470 1.465 0.437
H -1.59939 -3.22078 -2.36942 -0.550 1.169 1.382
H -5.63892 -2.40815 4.90206 0.129 -0.093 -0.136
C -8.69691 1.74856 0.47072 2.046 -1.765 -2.210
C -2.78980 1.79394 4.77950 0.502 0.342 -0.415
Cl 2.86330 1.53396 -0.80164 0.064 -0.192 -1.498
N -2.21379 -0.64737 2.99603 0.548 0.922 -1.136
H -0.53051 0.41798 3.77224 0.116 0.096 0.015
H -4.04346 -1.48314 -1.10983 1.151 -0.717 -1.355
P -3.65221 -0.61356 3.96586 5.619 -7.180 -0.209
H -2.52009 -3.43817 6.13173 -0.285 0.061 -0.172
H -2.16908 1.14285 1.83815 0.181 0.138 -0.112
C -8.94762 1.98052 -1.05185 3.500 -2.676 1.600
H -1.71506 -1.58342 -4.24341 -1.026 -0.581 -0.393
C -3.34840 0.34636 6.53680 0.038 -0.366 0.677
H -5.70032 1.17396 -4.09037 0.723 -0.328 1.510
C -6.86832 0.28308 -1.54896 -2.750 1.564 2.241
H 7.14874 -2.49290 1.61884 0.074 -0.090 0.025
O -6.05685 -0.29304 -2.61579 0.408 1.941 1.500
H -9.76991 2.69274 -1.38622 1.353 -1.206 0.385
H 8.62799 -4.03276 -2.39593 0.061 0.059 0.122
C -7.57444 0.77846 0.97262 -0.305 0.632 -3.427
S -3.60942 5.17884 -2.27060 0.165 -0.553 0.610
C -2.99662 1.43381 -3.72256 -0.410 -1.139 -0.541
H -2.28934 1.96020 3.82512 -0.024 -0.221 -0.078
H -2.30568 -3.43757 -0.69662 0.387 1.502 -1.146
C 0.53728 1.91085 -2.65513 -0.196 0.562 -1.345
H 9.00512 0.92881 -2.51406 0.216 0.136 0.055
H -3.81100 5.07428 -0.88204 0.366 -0.380 -1.516
H -5.76354 -0.67040 0.28741 -1.536 1.139 -0.326
C -5.25626 0.81224 -3.09610 -1.315 0.909 -0.040
H -1.58328 -0.30647 1.00016 0.117 -0.024 0.108
H -0.15370 -0.86408 2.62236 -0.297 0.079 -0.155
H -9.36008 2.31109 1.21615 1.207 -1.087 -1.152
H 1.53997 0.79936 -4.37233 0.099 -0.218 1.591
H 8.33530 -1.16653 1.84224 0.052 -0.192 -0.144
N -3.57618 -1.95152 5.06506 -0.778 -0.475 0.824
H -3.81342 2.17298 4.69024 0.129 0.154 0.180
N -3.81988 0.42868 -3.37648 0.874 1.869 -0.547
N -3.59378 2.80754 -3.81212 2.297 -1.730 0.306
H 3.58635 1.81508 -3.18211 -0.962 -0.868 1.101
H -2.25315 2.40304 5.50998 -0.085 -0.192 0.047
H 10.33805 -2.18067 -0.67296 0.143 -0.008 -0.011
C -8.01241 1.24231 -2.04316 0.042 -0.196 3.242
H -0.11629 2.49972 -4.69405 -0.925 -0.328 1.568
H 6.80282 -1.07847 2.62598 -0.210 0.045 -0.249
H -2.87873 2.86162 -1.78870 -0.001 1.173 -1.250
H -4.13216 -2.85102 -2.32129 0.944 1.451 0.320
C 2.98480 1.04745 -2.59018 -0.175 -1.524 -0.969
H 0.12938 1.71505 -1.60858 0.558 0.038 -1.461
C -2.07472 -2.63448 -1.49336 -0.464 -0.535 -0.186
N 6.73548 -0.70803 0.54708 -0.768 0.742 0.671
H -0.72149 4.13324 -2.35354 -0.799 -1.023 -1.451
H 3.53809 0.03947 -2.59526 -0.559 1.729 0.106
O 6.03995 -1.63742 -1.52288 0.406 3.266 -3.201
H 9.19924 -2.48050 -3.03311 0.180 -0.118 -0.052
H 1.17211 2.87578 -2.59413 -1.146 -1.431 -0.055
H -1.93933 -3.17039 4.48102 0.104 -0.014 -0.041
C -0.82864 -0.58197 3.43826 0.189 0.230 0.392
H -7.40984 0.62676 2.10069 -0.309 0.223 -2.077
H -1.42372 0.68089 -4.86941 -0.313 0.029 0.722
H 9.32035 -2.54725 0.71995 -0.115 0.254 -0.098
C 5.28352 -0.61057 0.71225 -0.013 -0.017 -0.472
C -2.32139 0.06366 1.71672 -0.353 -0.383 -0.069
C -2.35187 -2.67394 5.36530 0.342 0.552 0.451
H 1.16941 -0.23193 -2.79234 0.465 1.216 -1.080
H -4.55810 -3.61947 4.17678 -0.124 0.009 0.004
C 9.58522 0.32864 -1.80499 0.533 -0.427 -0.294
H -5.29343 1.63282 -2.28283 0.325 -1.186 -1.644
H 8.13249 1.17874 1.06447 -0.141 -0.248 -0.276
C -4.67872 -2.91627 5.00984 -0.230 0.216 -0.265
C 7.28045 -1.40890 1.69696 0.674 0.389 0.036
H -3.17316 3.17476 -4.69654 -0.624 -0.220 0.671
C -2.83794 3.55049 -2.71262 1.106 -1.137 0.894
C 9.44042 -2.71672 -0.34554 0.331 0.340 0.205
H 10.48513 0.88324 -1.53062 -0.173 -0.008 0.126
H 5.02458 -0.13471 1.66383 0.294 -0.019 0.040
H -1.60435 -2.01401 5.81075 0.071 0.034 -0.213
H 4.84180 0.00910 -0.06947 0.108 -0.279 0.115
B -3.31699 -1.00355 -3.27716 0.980 -2.753 -0.568
H 7.48209 -2.87903 -3.04144 -0.027 0.115 0.185
N -2.77919 0.36143 5.16750 -3.234 1.930 0.131
H 9.65645 -3.78760 -0.42761 -0.219 0.089 -0.281
C 1.51274 0.76797 -3.23113 0.077 0.823 2.110
C 8.53636 1.29134 0.05887 -0.070 0.290 0.670
C -6.61338 0.02109 -0.04305 -2.925 2.573 -1.680
H 7.84842 1.91226 -0.52337 0.124 0.121 0.100
C 8.40095 -2.96614 -2.46019 -0.521 -0.084 -0.068
O -2.68323 -1.58675 -4.46120 0.171 2.222 2.385



(2)
98
Properties=species:S:1:pos:R:3:forces:R:3 method="wB97M-V/def2-TZVPD" energy_ha=-1819.86709 lumo_energy_ev=2.02 spin_multiplicity=1 e_homo_ev=-4.49 homo_lumo_gap_ha=0.2392 total_charge=-1 max_force_ev_per_a=5.46
H 1.49338 -3.10919 0.51949 0.082 0.016 -0.040
H 3.86147 -2.21849 -1.21451 -0.029 -0.053 0.027
H 1.87157 -8.09437 1.86290 -0.052 0.063 -0.085
O -1.31690 3.84196 1.17053 2.758 -4.349 -1.807
C 2.54006 -3.20026 0.20218 0.032 -0.122 -0.078
H -4.91936 6.38922 0.55005 1.243 -0.630 1.977
C -2.32240 -2.16893 -4.24453 0.070 -0.020 -0.142
H 0.35008 -0.04274 -1.94275 -0.137 -0.048 -0.058
H -1.40627 -7.17424 -1.98968 0.103 -0.034 0.061
C -1.04395 -8.09817 -0.08645 0.034 -0.142 -0.083
H -0.96429 3.29877 3.23544 0.917 1.466 -1.770
C -0.70887 2.66019 0.47468 -1.079 1.768 1.125
C -2.55794 -3.25123 -3.20267 -0.175 0.030 0.117
C 4.93166 -3.27986 1.19235 -0.132 -0.038 0.121
C -0.84597 -1.98701 -4.60536 0.014 0.116 -0.104
O 0.05990 9.34941 -1.66495 -0.391 -0.257 1.578
H -0.55629 1.88294 -3.16393 0.057 -0.080 -0.117
C 3.42633 -3.17070 1.45146 -0.020 0.228 0.120
H 1.02051 8.66825 0.98288 -1.048 -1.879 -0.082
H -0.46418 -8.88906 1.82422 0.045 0.054 -0.056
H 1.09633 6.89899 1.66970 -1.109 1.508 -1.607
C -4.38533 7.30302 2.57693 -1.177 0.612 -0.303
H -3.63007 -3.36291 -3.01243 0.122 -0.061 0.045
H -0.28998 -5.37158 0.22287 -0.079 0.011 -0.044
H -0.77226 -1.26592 -5.42780 0.015 -0.047 0.069
H -1.79452 8.44449 -0.95061 2.306 -0.695 -0.792
H 5.03318 -5.44480 1.15369 -0.015 0.034 -0.082
H -2.75137 -1.22324 -3.89603 0.074 -0.043 -0.035
In -1.17467 6.12728 3.37676 -0.080 0.025 0.063
H 1.44916 -10.34271 0.86506 -0.010 0.038 -0.085
H -2.87122 -2.43757 -5.15542 0.049 0.085 0.063
H 1.16551 7.29113 4.58646 -1.670 -1.462 1.125
C 0.01968 7.03485 -0.42585 0.069 0.395 0.793
F -0.18528 1.64627 1.43926 -1.668 2.813 -3.764
H -0.34974 -7.14502 1.72486 -0.001 -0.121 -0.085
F 0.42703 3.14497 -0.34719 -3.501 -2.248 2.166
H 2.81052 0.02122 -1.11336 -0.058 0.005 0.143
H -1.90096 7.86213 1.14730 1.982 0.026 1.389
H -4.66954 5.03994 1.88011 0.942 2.253 -0.635
H -3.69596 8.24125 2.33016 -1.121 -2.209 0.212
C 1.74827 -9.49039 0.24720 0.215 0.007 -0.100
C 2.62026 -0.70635 -0.31801 0.080 0.133 -0.079
C 0.06094 -1.53899 -3.45478 -0.051 -0.099 0.162
H -0.08123 6.82846 6.02589 1.063 -0.528 -1.864
C -0.97809 7.81806 1.89004 -0.078 1.528 -0.713
C -0.73713 8.13898 -1.40784 -0.494 -1.059 0.726
H -1.33785 -0.31414 -2.33131 0.069 -0.018 -0.001
H 0.22855 9.85923 -0.79949 -0.635 -1.615 -1.812
H 0.10256 -2.32950 -2.69375 -0.023 0.043 -0.099
H -5.49938 7.72394 2.48511 2.265 -0.900 0.399
H -1.99458 -5.46925 -0.26409 0.094 0.018 0.006
C -0.59448 4.10066 2.43285 0.562 -0.655 1.921
H 0.56745 3.99905 2.33279 -2.143 0.029 -0.145
H -0.98105 7.58353 -2.42489 0.799 1.494 1.894
H 0.70282 1.10117 -4.13277 -0.075 -0.014 -0.023
H -0.77349 -4.87669 -1.40199 -0.043 -0.020 0.161
H -3.15068 6.02410 1.09568 -2.490 -0.314 1.035
H 3.23427 -2.24711 2.01349 -0.006 -0.128 -0.091
H -3.14086 5.73112 5.37159 -0.558 0.321 -2.384
C -0.29858 0.97049 -3.71113 -0.131 0.209 0.110
F -1.79462 2.05840 -0.37670 4.115 1.600 2.482
H -0.45826 -2.93426 -5.00150 -0.052 0.045 0.023
H -2.17343 -4.21589 -3.54874 0.009 0.047 0.062
H -3.75331 4.75638 3.88754 0.625 2.225 0.492
C 1.34765 -8.17777 0.90372 -0.124 -0.034 0.120
H 4.88047 -4.70491 -0.45374 0.021 -0.033 0.088
C 0.42359 7.65824 1.05426 -0.941 -0.385 0.172
H 3.11983 -3.99115 2.11285 0.046 0.046 -0.049
H -0.96113 -9.07985 -0.56734 -0.011 0.047 0.054
H 2.17774 -2.27633 -1.70104 0.132 -0.033 0.092
H 5.45559 -3.19646 2.15153 -0.050 0.058 -0.082
C 2.83737 -2.11834 -0.83905 -0.140 -0.093 -0.003
H 1.01843 5.49753 5.15601 -1.337 2.065 -0.069
H 3.29403 -0.47366 0.51151 -0.096 0.021 -0.046
H 1.58943 -0.57134 0.02454 0.123 0.034 0.037
H 5.27733 -2.44089 0.57956 -0.061 -0.020 0.041
C -0.15768 -8.06861 1.16283 -0.011 0.221 0.119
H -2.09063 -8.00710 0.23086 0.090 0.012 -0.039
H 1.69332 -7.33881 0.29093 -0.052 -0.009 0.042
C -4.27320 6.07954 1.49831 0.490 0.837 -1.013
H 1.08439 -1.44086 -3.83874 -0.067 0.004 0.023
H 0.27746 -7.11640 -1.50314 -0.045 -0.038 0.032
H 2.83502 -9.52947 0.12127 -0.118 -0.086 -0.022
H -1.01132 0.86593 -4.53399 0.075 0.020 0.016
C 5.33228 -4.59248 0.53583 0.214 0.008 -0.103
H 6.41903 -4.63156 0.40990 -0.109 -0.091 -0.023
H 2.62288 -4.18194 -0.27870 -0.015 0.019 0.040
H 0.99721 6.58538 -0.88607 -1.978 0.894 0.401
C -0.74664 -7.01625 -1.12769 -0.134 -0.088 0.015
C -0.34018 -0.22724 -2.77400 0.140 -0.090 -0.024
H 1.29645 -9.60282 -0.74238 0.027 -0.034 0.089
C 0.38256 6.49590 5.00396 1.523 -0.279 0.284
H -2.07657 -3.00784 -2.25121 -0.045 -0.051 -0.083
O -4.19698 6.94649 3.98249 -0.071 -0.850 -1.476
H -0.99663 8.84345 2.48854 0.046 -1.975 -1.188
H -0.75549 6.17010 -0.21514 1.607 1.592 -0.492
C -0.96375 -5.60426 -0.60664 0.120 0.167 -0.091
C -3.28902 5.81447 4.18891 0.275 -1.217 1.634